1.
Formula: C26H59IrNOP3
Source: the Open Molecules 2025 dataset
Level of theory: ωB97M-V/def2-TZVPD

Gap between HOMO and LUMO (spin up / spin down): 5.933 / 6.291 eV
Total charge: +2
⟨S²⟩: 6.012
Max |F|: 5.1 eV/A
2S+1: 5
LUMO energy (spin up / spin down): -4.3 / -8.9 eV
HOMO level (spin up / spin down): -0.376 / -0.559 hartree

Positions of all 91 atoms, in Å:
Ir -1.00 0.70 -1.13
P -0.73 -1.36 -2.13
P -0.61 2.83 -0.28
N 0.55 1.28 -2.57
C 0.84 -1.15 -3.07
H 1.55 -1.92 -2.75
H 0.64 -1.32 -4.13
C 1.50 0.22 -2.91
H 2.27 0.20 -2.11
H 2.04 0.51 -3.84
C 1.17 2.63 -2.38
H 0.63 3.34 -3.03
H 2.21 2.57 -2.74
C 1.11 3.02 -0.92
H 1.47 4.04 -0.77
H 1.76 2.34 -0.33
C -0.46 3.50 1.46
C -0.02 2.40 2.43
H 1.07 2.40 2.57
H -0.33 1.40 2.08
H -0.47 2.55 3.43
C -1.59 4.08 -1.23
C -3.09 3.99 -0.91
H -3.65 4.30 -1.80
H -3.37 4.66 -0.09
H -3.41 2.97 -0.65
C -2.04 -1.73 -3.39
C -3.32 -2.31 -2.76
H -4.13 -2.23 -3.50
H -3.64 -1.75 -1.87
H -3.21 -3.37 -2.51
C -0.47 -2.86 -1.08
C -1.62 -3.14 -0.12
H -1.26 -3.77 0.70
H -2.44 -3.69 -0.62
H -2.05 -2.22 0.30
C -2.57 0.40 -0.24
C -1.02 5.51 -1.07
H -0.21 5.60 -0.33
H -0.62 5.85 -2.03
H -1.81 6.21 -0.78
C -1.56 -2.59 -4.57
H -2.39 -3.19 -4.96
H -1.22 -1.95 -5.39
H -0.75 -3.28 -4.32
C -0.11 -4.12 -1.88
H 0.17 -4.91 -1.17
H -0.96 -4.49 -2.46
H 0.75 -3.97 -2.56
C -1.69 4.25 1.98
H -2.60 3.64 1.91
H -1.52 4.49 3.04
H -1.85 5.20 1.46
H 0.37 4.22 1.38
H 0.41 -2.57 -0.46
H -1.45 3.77 -2.28
H -2.29 -0.73 -3.77
O -3.56 0.21 0.33
H -0.33 1.37 -3.28
H -1.51 1.31 -2.86
C 2.82 -3.39 0.79
C 1.89 -3.03 1.96
C 2.58 -3.21 3.31
P 1.00 -1.40 1.78
C -0.07 -1.41 3.33
C 0.45 -0.65 4.54
C -1.51 -0.97 3.01
C 2.31 -0.04 1.67
C 3.09 0.30 2.94
C 3.27 -0.24 0.49
H 3.79 -2.89 0.88
H 2.38 -3.15 -0.19
H 2.99 -4.47 0.81
H 1.03 -3.73 1.92
H 3.40 -2.50 3.45
H 1.88 -3.14 4.15
H 3.01 -4.22 3.33
H -0.11 -2.49 3.59
H 0.37 0.44 4.40
H -0.18 -0.91 5.41
H 1.48 -0.90 4.81
H -2.15 -1.21 3.87
H -1.57 0.11 2.84
H -1.91 -1.49 2.13
H 1.67 0.83 1.43
H 2.45 0.67 3.75
H 3.80 1.10 2.70
H 3.67 -0.56 3.31
H 2.78 -0.74 -0.36
H 3.62 0.74 0.15
H 4.15 -0.82 0.79

=====

2.
Formula: C22H21N3O6
Source: the Open Molecules 2025 dataset
Level of theory: ωB97M-V/def2-TZVPD

Gap between HOMO and LUMO: 7.250 eV
Max |F|: 17.9 eV/A
Energy above the lowest of the compared OMol25 structures with the same formula, charge and spin: 442.6 kcal/mol
LUMO energy: 0.0 eV
HOMO level: -0.268 hartree

Positions of all 52 atoms, in Å:
C -2.86 -3.22 -1.28
C -2.59 -1.77 -1.02
O -1.62 -1.02 -1.38
N -3.71 -1.27 -0.35
H -4.52 -2.00 -0.21
C -3.85 0.07 0.13
C -3.23 0.85 -0.87
O -3.57 0.97 -2.29
O -2.22 1.78 -0.68
C -1.40 2.49 -1.53
H -1.65 3.79 -1.27
H -1.92 2.44 -2.64
C 0.09 2.05 -1.57
O 0.90 3.21 -1.49
N 0.31 0.90 -1.47
C 1.47 0.24 -1.04
C 1.55 -1.28 -1.00
C 2.64 -1.91 -0.75
C 3.96 -1.04 -0.79
C 3.85 0.29 -0.73
C 2.70 0.97 -1.16
H 2.65 2.15 -1.00
O 5.16 0.79 -0.64
C 5.89 -0.42 -0.32
O 5.12 -1.45 -0.74
H 6.55 -0.38 0.47
H 6.72 -0.74 -1.29
H 2.69 -2.76 -0.78
H 0.49 -1.66 -1.03
H -0.45 0.24 -1.26
H -4.84 0.58 0.05
C -3.23 0.34 1.37
C -1.78 -0.11 1.68
C -1.44 -1.58 1.72
N -0.09 -1.60 1.91
C 0.50 -0.07 1.97
C 1.80 0.17 1.91
C 1.99 1.54 2.34
C 0.93 2.48 1.94
C -0.47 2.14 1.88
C -0.54 0.56 1.94
H -1.30 2.80 1.92
H 1.07 3.44 1.95
H 2.95 1.75 2.20
H 2.47 -0.48 2.12
H 0.63 -2.44 1.95
H -1.93 -2.46 1.77
H -3.09 1.28 1.76
H -3.84 -0.06 2.09
H -3.80 -3.25 -2.10
H -3.20 -3.75 -0.55
H -1.95 -3.57 -1.80

=====

3.
Formula: C23H47N4O12S
Source: the Open Molecules 2025 dataset
Level of theory: ωB97M-V/def2-TZVPD

Gap between HOMO and LUMO: 8.396 eV
Total charge: +1
Max |F|: 3.7 eV/A
LUMO energy: -3.4 eV
HOMO level: -0.435 hartree

Positions of all 87 atoms, in Å:
N 1.95 1.24 2.96
C 1.69 2.31 2.04
O 2.45 2.63 1.16
C 0.41 3.12 2.18
C -0.84 2.26 2.52
N -1.99 2.89 1.81
C -2.92 3.48 2.84
O -3.97 4.09 2.16
C -4.74 3.14 1.50
C -5.67 2.33 2.48
S -5.16 0.65 2.87
O -6.12 0.16 3.84
O -5.06 -0.18 1.69
N -3.96 2.27 0.62
C -2.63 2.10 0.93
N -1.99 1.14 0.22
H 2.84 1.44 3.41
H 2.01 0.38 2.43
H 0.22 3.53 1.18
H 0.55 3.96 2.86
H -0.97 2.27 3.60
H -0.63 1.24 2.23
H -3.24 2.72 3.56
H -2.37 4.25 3.37
H -5.43 3.69 0.87
H -5.87 2.90 3.39
H -6.63 2.22 1.97
H -3.95 0.70 3.54
H -4.04 2.56 -0.35
H -2.19 0.17 0.41
H -1.36 1.40 -0.52
O 5.05 0.24 3.90
C 5.35 -0.23 2.83
O 5.92 -1.43 2.78
C 6.16 -2.15 1.55
C 7.46 -1.74 0.90
C 5.16 0.58 1.57
H 5.31 -2.05 0.88
H 6.21 -3.20 1.84
H 7.45 -0.68 0.61
H 7.65 -2.34 0.01
H 8.29 -1.87 1.59
H 6.01 1.24 1.44
H 4.25 1.16 1.70
H 5.02 -0.02 0.67
O -0.66 2.39 -1.43
C 0.26 2.10 -2.17
O 0.02 1.93 -3.46
C 1.04 1.75 -4.45
C 1.47 0.30 -4.56
C 1.64 1.84 -1.61
H 1.88 2.42 -4.26
H 0.60 2.07 -5.39
H 1.91 -0.06 -3.63
H 2.20 0.18 -5.35
H 0.61 -0.33 -4.78
H 1.65 0.81 -1.24
H 1.82 2.52 -0.78
H 2.45 1.98 -2.32
O 8.72 -3.78 -1.34
C 8.13 -4.71 -1.81
O 6.95 -5.07 -1.26
C 6.08 -6.06 -1.83
C 6.47 -7.46 -1.42
C 8.70 -5.53 -2.93
H 6.03 -5.94 -2.91
H 5.09 -5.82 -1.45
H 7.47 -7.72 -1.77
H 5.76 -8.18 -1.82
H 6.48 -7.54 -0.33
H 9.39 -6.27 -2.52
H 9.26 -4.86 -3.59
H 7.96 -6.04 -3.54
O -8.38 3.03 0.09
C -8.91 2.11 -0.48
O -10.08 1.67 -0.03
C -10.89 0.71 -0.72
C -10.47 -0.71 -0.41
C -8.25 1.41 -1.65
H -10.90 0.91 -1.79
H -11.91 0.88 -0.36
H -9.45 -0.92 -0.73
H -11.14 -1.43 -0.89
H -10.50 -0.89 0.67
H -7.55 0.67 -1.26
H -7.69 2.15 -2.22
H -8.94 0.93 -2.33

=====

4.
Formula: C15H22N5Os
Source: the Open Molecules 2025 dataset
Level of theory: ωB97M-V/def2-TZVPD

Gap between HOMO and LUMO (spin up / spin down): 6.028 / 5.960 eV
Total charge: +1
⟨S²⟩: 6.022
Max |F|: 5.2 eV/A
2S+1: 5
LUMO energy (spin up / spin down): -2.9 / -5.8 eV
HOMO level (spin up / spin down): -0.328 / -0.433 hartree

Positions of all 43 atoms, in Å:
C -0.67 1.08 -2.75
C -0.15 2.43 -2.46
C 0.12 0.11 -3.52
C -2.13 0.94 -2.60
H -0.27 -0.03 -4.54
H 0.12 -0.90 -3.06
H 1.17 0.41 -3.58
H -0.25 3.10 -3.33
H 0.91 2.45 -2.17
H -0.73 2.88 -1.63
H -2.68 1.58 -3.31
H -2.44 1.28 -1.60
H -2.48 -0.09 -2.73
C 1.89 -0.59 1.07
C 2.08 -0.82 -0.35
C 2.08 0.46 -0.99
H 2.35 -1.75 -0.83
C 1.90 1.47 0.00
C 1.77 0.83 1.26
H 1.69 1.29 2.24
H 2.02 -1.33 1.85
H 2.29 0.63 -2.05
H 1.91 2.54 -0.19
C -1.56 -1.37 1.09
C -0.43 -2.23 1.09
C -0.14 -2.55 -0.27
H 0.09 -2.60 1.97
C -1.09 -1.91 -1.09
C -1.96 -1.17 -0.25
H -2.81 -0.59 -0.58
H -2.03 -0.91 1.96
H 0.66 -3.18 -0.63
H -1.14 -1.96 -2.19
Os 0.03 -0.49 0.06
N 1.81 0.25 6.19
N 1.02 -0.28 5.19
N -0.06 -1.07 5.53
C -0.85 -0.85 4.48
N -0.37 0.05 3.58
N 0.82 0.42 4.06
H 2.69 0.60 5.84
H 1.80 -0.31 7.05
H -1.81 -1.33 4.42

=====

5.
Formula: C2Br2F2O
Source: the Open Molecules 2025 dataset
Level of theory: ωB97M-V/def2-TZVPD

Gap between HOMO and LUMO: 10.867 eV
Structure (SMILES): FC1(F)OC1(Br)Br
Max |F|: 3.5 eV/A
Energy above the lowest of the compared OMol25 structures with the same formula, charge and spin: 22.3 kcal/mol
LUMO energy: 0.1 eV
HOMO level: -0.397 hartree

Positions of all 7 atoms, in Å:
C -0.75 -0.04 0.35
C 0.59 0.07 -0.34
O -0.44 -0.92 -0.60
F -1.68 0.87 0.23
F -0.74 -0.60 1.58
Br 0.87 1.34 -1.72
Br 2.15 -0.71 0.50

=====

6.
Formula: C48H107N11O8
Source: the Open Molecules 2025 dataset
Level of theory: ωB97M-V/def2-TZVPD

Gap between HOMO and LUMO: 8.397 eV
Structure (SMILES): CC1(C)CCCC(C)(C)N1O.CC1(C)CCCC(C)(C)N1O.CC1(C)CCCC(C)(C)N1O.CC1(C)CCCC(C)(C)N1O.CC1(C)CCCC(C)(C)N1O.NC(N)=O.NC(N)=O.NC(N)=O
Max |F|: 3.4 eV/A
Energy above the lowest of the compared OMol25 structures with the same formula, charge and spin: 18.1 kcal/mol
LUMO energy: 0.4 eV
HOMO level: -0.294 hartree

Positions of all 174 atoms, in Å:
C 1.37 4.57 1.17
C 2.90 4.54 1.29
C 3.44 3.15 0.98
C 3.57 2.84 -0.51
C 4.29 3.97 -1.24
C 3.63 5.32 -0.99
N 3.55 5.48 0.46
O 3.03 6.83 0.79
C 4.53 6.38 -1.63
C 2.24 5.41 -1.80
C 3.23 4.67 2.82
H 0.94 3.89 1.93
H 1.08 4.26 0.21
H 0.98 5.58 1.34
H 4.42 3.03 1.49
H 2.67 2.47 1.46
H 2.67 2.72 -1.07
H 4.16 1.93 -0.54
H 4.40 3.69 -2.31
H 5.24 3.98 -0.79
H 4.16 7.39 -1.63
H 5.45 6.43 -1.07
H 4.78 6.01 -2.63
H 1.59 4.51 -1.68
H 1.80 6.40 -1.59
H 2.54 5.45 -2.84
H 2.78 5.63 3.22
H 4.29 4.46 3.05
H 2.59 3.88 3.35
H 2.06 6.85 1.02
C -2.52 1.23 1.27
C -3.28 2.32 2.06
C -4.77 2.29 1.78
C -5.50 1.12 2.54
C -5.29 1.20 3.99
C -3.86 1.12 4.28
N -3.12 2.20 3.54
O -1.73 2.23 3.97
C -3.67 1.45 5.75
C -3.31 -0.31 4.03
C -2.64 3.71 1.65
H -2.95 0.27 1.55
H -1.52 1.27 1.55
H -2.69 1.46 0.21
H -5.12 3.22 2.22
H -4.81 2.22 0.73
H -5.19 0.10 2.16
H -6.50 1.33 2.24
H -5.90 0.46 4.49
H -5.55 2.17 4.42
H -2.82 0.91 6.18
H -3.58 2.47 5.93
H -4.57 1.01 6.19
H -3.78 -0.72 3.14
H -2.23 -0.24 3.91
H -3.60 -0.94 4.86
H -2.48 3.89 0.57
H -1.62 3.79 2.13
H -3.22 4.55 1.98
H -1.14 1.71 3.33
C 5.16 -3.41 -0.63
C 4.35 -2.40 -1.46
C 4.78 -2.52 -2.92
C 4.26 -3.80 -3.55
C 2.76 -3.95 -3.56
C 2.34 -3.97 -2.07
N 2.92 -2.75 -1.46
O 2.36 -2.42 -0.21
C 0.81 -3.79 -2.11
C 2.76 -5.31 -1.49
C 4.50 -0.95 -0.95
H 6.12 -2.99 -0.45
H 5.29 -4.32 -1.19
H 4.76 -3.55 0.43
H 4.28 -1.72 -3.47
H 5.83 -2.29 -2.91
H 4.61 -4.57 -2.95
H 4.71 -3.96 -4.56
H 2.48 -4.89 -4.07
H 2.37 -3.02 -4.05
H 0.38 -3.53 -1.21
H 0.44 -3.11 -2.90
H 0.31 -4.70 -2.43
H 2.55 -5.35 -0.45
H 2.25 -6.04 -2.08
H 3.82 -5.57 -1.48
H 3.91 -0.28 -1.60
H 5.59 -0.76 -0.97
H 4.18 -0.68 0.05
H 2.81 -3.03 0.39
C -7.47 -3.34 -0.22
C -6.03 -2.86 -0.05
C -5.61 -2.92 1.39
C -4.15 -2.75 1.63
C -3.41 -3.91 0.93
C -3.72 -3.79 -0.61
N -5.18 -3.88 -0.74
O -5.51 -3.86 -2.13
C -3.09 -2.58 -1.34
C -3.05 -5.03 -1.22
C -5.86 -1.41 -0.44
H -8.13 -3.06 0.59
H -7.53 -4.39 -0.22
H -7.87 -3.08 -1.17
H -6.19 -2.09 1.88
H -5.91 -3.86 1.89
H -3.87 -2.80 2.67
H -3.82 -1.74 1.27
H -3.64 -4.93 1.19
H -2.30 -3.90 1.00
H -3.26 -1.57 -0.94
H -2.05 -2.68 -1.49
H -3.55 -2.56 -2.34
H -1.99 -5.00 -0.89
H -3.50 -5.98 -0.95
H -3.06 -4.93 -2.31
H -4.85 -1.09 -0.45
H -6.41 -0.83 0.25
H -6.22 -1.30 -1.49
H -6.19 -4.55 -2.20
C -2.98 1.66 -4.65
C -1.51 1.24 -4.56
C -0.72 2.46 -5.03
C 0.83 2.53 -4.70
C 1.00 2.21 -3.23
C 0.32 0.86 -2.82
N -1.15 1.09 -3.14
O -1.92 -0.05 -2.65
C 0.88 -0.46 -3.48
C 0.44 0.75 -1.31
C -1.26 0.08 -5.43
H -3.15 2.45 -3.85
H -3.73 0.84 -4.52
H -3.04 2.09 -5.62
H -0.87 2.62 -6.15
H -1.17 3.33 -4.56
H 1.09 3.57 -4.90
H 1.46 1.90 -5.33
H 0.60 3.01 -2.69
H 2.03 2.11 -2.87
H 1.81 -0.74 -2.89
H 0.13 -1.20 -3.37
H 1.13 -0.31 -4.52
H 0.55 1.72 -0.88
H -0.41 0.20 -0.85
H 1.34 0.24 -0.95
H -0.23 -0.05 -5.85
H -1.87 0.20 -6.30
H -1.62 -0.92 -4.96
H -2.70 0.44 -2.56
C 2.79 0.21 5.37
O 3.59 -0.43 6.04
N 1.56 -0.36 5.24
N 3.02 1.38 4.71
H 0.74 0.15 5.02
H 1.49 -1.12 5.90
H 2.22 1.79 4.24
H 3.92 1.75 4.64
C 0.87 -0.16 1.99
O 0.40 0.88 2.49
N 2.20 -0.45 2.03
N 0.09 -1.16 1.35
H 2.57 -1.13 1.40
H 2.84 0.17 2.54
H 0.51 -1.84 0.71
H -0.86 -0.94 1.14
C 4.68 -3.22 3.18
O 3.69 -3.24 2.47
N 5.73 -4.09 3.06
N 4.84 -2.31 4.18
H 5.69 -4.85 2.39
H 6.48 -4.11 3.76
H 5.80 -1.97 4.20
H 4.14 -1.71 4.52

=====

Q: max |F| of number 2 (C22H21N3O6)?
A: 17.9 eV/A

=====

Q: The highest max |F| belongs to which entry?
A: C22H21N3O6

=====

Q: The lowest max |F| belongs to which entry?
A: C48H107N11O8